# 1
Molecular formula: C34H89N3O12
Method: DFT, the ωB97M-V functional and the def2-TZVPD basis

```
138
Properties=species:S:1:pos:R:3:lowdin_charge:R:1
C -1.447 -2.639 4.870 -0.178
O -2.851 -2.500 4.927 -0.123
H -1.062 -2.317 5.837 0.079
H -1.049 -3.646 4.754 0.065
H -0.989 -2.022 4.096 0.058
H -3.269 -2.625 4.072 0.013
C 8.065 -6.409 -7.284 -0.094
O 7.237 -5.305 -6.934 -0.200
C 7.782 -4.009 -7.073 -0.215
C 6.702 -2.946 -6.646 -0.195
N 6.480 -3.093 -5.209 -0.075
C 5.402 -2.242 -4.688 -0.201
C 4.933 -2.587 -3.272 -0.221
O 4.585 -3.932 -3.224 -0.187
C 4.078 -4.397 -2.031 -0.122
H 7.406 -7.255 -7.481 0.084
H 8.662 -6.629 -6.399 0.087
H 8.644 -6.250 -8.193 0.084
H 8.048 -3.755 -8.099 0.109
H 8.680 -3.826 -6.483 0.118
H 5.719 -3.047 -7.105 0.110
H 7.056 -1.937 -6.858 0.113
H 6.191 -4.051 -5.070 0.095
H 4.570 -2.353 -5.384 0.110
H 5.697 -1.193 -4.706 0.116
H 4.119 -1.927 -2.971 0.106
H 5.749 -2.491 -2.555 0.124
H 4.178 -5.482 -2.051 0.093
H 3.041 -4.114 -1.851 0.074
H 4.665 -4.031 -1.188 0.088
C -4.969 1.116 1.120 -0.066
O -4.973 -0.337 1.178 -0.191
C -5.274 -0.825 2.450 -0.243
C -5.339 -2.339 2.601 -0.206
N -4.076 -2.947 2.265 -0.061
C -4.202 -4.401 2.313 -0.186
C -2.849 -5.086 2.080 -0.220
O -2.518 -4.868 0.745 -0.186
C -1.309 -5.434 0.384 -0.128
H -5.060 1.302 0.050 0.085
H -4.064 1.484 1.602 0.064
H -5.805 1.605 1.621 0.088
H -6.268 -0.456 2.704 0.119
H -4.602 -0.361 3.172 0.107
H -6.135 -2.714 1.957 0.121
H -5.680 -2.598 3.603 0.129
H -3.798 -2.652 1.340 0.112
H -4.956 -4.817 1.644 0.123
H -4.567 -4.702 3.295 0.122
H -2.979 -6.143 2.312 0.122
H -2.012 -4.734 2.683 0.111
H -1.060 -5.052 -0.605 0.091
H -1.354 -6.522 0.444 0.094
H -0.475 -5.073 0.984 0.085
C -1.588 0.915 3.620 -0.101
O -1.723 2.293 3.957 -0.211
C -2.904 2.644 4.670 -0.196
C -3.299 4.151 4.546 -0.185
N -2.431 4.983 5.425 -0.046
C -2.638 6.401 5.025 -0.196
C -1.491 7.207 5.661 -0.223
O -0.214 6.693 5.269 -0.210
C 0.994 7.070 5.984 -0.081
H -2.430 0.540 3.038 0.063
H -1.563 0.335 4.542 0.084
H -0.722 0.600 3.037 0.062
H -2.643 2.394 5.698 0.123
H -3.730 2.006 4.355 0.106
H -4.347 4.238 4.832 0.117
H -3.124 4.445 3.511 0.096
H -1.518 4.681 5.115 0.092
H -3.538 6.830 5.467 0.118
H -2.649 6.510 3.941 0.108
H -1.559 7.091 6.743 0.114
H -1.619 8.282 5.533 0.114
H 1.018 6.641 6.986 0.084
H 1.062 8.152 6.094 0.076
H 1.924 6.857 5.457 0.080
C -2.512 2.788 -1.348 -0.026
C -1.816 3.827 -0.493 -0.474
C -1.521 3.358 0.926 -0.038
O -0.588 4.176 -1.068 -0.061
H -2.873 3.222 -2.280 0.089
H -3.429 2.580 -0.798 0.059
H -2.060 1.809 -1.509 0.070
H -2.316 4.795 -0.447 0.140
H -0.808 4.038 1.390 0.084
H -0.948 2.431 0.952 0.060
H -2.355 3.179 1.605 0.058
H -0.328 5.018 -0.686 0.103
C 3.295 3.329 1.992 -0.059
C 3.348 1.876 2.404 -0.471
C 2.172 1.037 1.835 -0.040
O 4.557 1.337 1.890 -0.051
H 2.300 3.764 2.082 0.076
H 3.729 3.486 1.005 0.078
H 3.923 3.969 2.612 0.075
H 3.298 1.769 3.488 0.130
H 2.135 -0.042 1.988 0.074
H 2.158 1.096 0.746 0.058
H 1.244 1.533 2.119 0.060
H 5.248 1.993 2.009 0.081
C -2.256 0.417 -4.539 -0.058
C -3.123 -0.752 -4.143 -0.507
C -4.271 -1.055 -5.130 -0.046
O -2.220 -1.811 -4.008 -0.058
H -1.788 0.836 -3.648 0.051
H -2.911 1.218 -4.882 0.073
H -1.497 0.199 -5.290 0.091
H -3.584 -0.603 -3.166 0.129
H -3.912 -1.408 -6.097 0.077
H -4.833 -0.161 -5.398 0.070
H -4.920 -1.812 -4.691 0.074
H -1.582 -1.537 -3.346 0.035
C 0.874 -1.863 -0.109 -0.031
C -0.635 -1.655 -0.381 -0.423
C -1.350 -0.758 0.605 -0.033
O -0.733 -1.115 -1.702 -0.074
H 0.888 -2.316 0.883 0.070
H 1.444 -0.935 -0.055 0.058
H 1.359 -2.658 -0.676 0.065
H -1.102 -2.640 -0.406 0.123
H -1.225 -1.222 1.583 0.072
H -2.388 -0.824 0.279 0.080
H -1.015 0.279 0.600 0.064
H -0.200 -0.323 -1.797 0.043
C 2.587 2.578 -2.145 -0.061
C 1.472 1.771 -2.764 -0.490
C 2.036 0.438 -3.233 -0.050
O 0.584 1.565 -1.731 -0.058
H 3.336 2.065 -1.541 0.082
H 2.238 3.355 -1.464 0.069
H 3.124 3.132 -2.915 0.080
H 1.106 2.273 -3.660 0.145
H 2.853 0.588 -3.938 0.085
H 1.280 -0.100 -3.804 0.076
H 2.361 -0.314 -2.514 0.068
H 0.185 2.389 -1.442 0.050
```

The charge is 0. Its SMILES is COCCNCCOC.COCCNCCOC.COCCNCCOC.CC(C)O.CC(C)O.CC(C)O.CC(C)O.CC(C)O.CO. Its HOMO-LUMO gap is 8.8650 eV.

=====

# 2
Molecular formula: C3H11N3
Method: DFT, the ωB97M-V functional and the def2-TZVPD basis

```
17
Properties=species:S:1:pos:R:3:lowdin_charge:R:1
C 1.338 0.490 1.218 -0.170
C 0.027 0.322 -0.798 -0.596
C -1.270 -1.356 0.276 -0.125
H 2.297 0.108 1.761 0.122
H 0.549 0.177 1.865 0.028
H 1.204 1.513 1.355 0.049
H 1.888 -0.563 -0.713 0.111
H 0.055 0.496 -1.785 0.101
H -0.444 0.900 0.967 0.019
H -1.809 1.352 -0.103 0.187
H -1.322 -0.575 -1.449 0.105
H -2.601 -0.637 -0.009 0.164
H -1.407 -2.297 0.066 -0.014
H -0.759 -1.211 1.412 0.141
N 1.445 0.255 -0.262 -0.004
N -0.603 1.224 0.007 0.009
N -0.589 -0.908 -0.823 -0.126
```

The charge is 0. Its HOMO-LUMO gap is 9.3395 eV.

=====

ΔE to the lowest compared entry with this formula, charge and spin across the listed records, respectively: 0.000 6.522 eV.
Electronic energy across the listed records, respectively: -2415.737916 -284.938143 Eh.
E_LUMO across the listed records, respectively: 0.38 0.64 eV.